Record 1
Formula: C8H11AsCoN6OS4
Source: OMol25
Level of theory: wB97M-V/def2-TZVPD

Structure (XYZ):
```
32
Properties=species:S:1:pos:R:3
H -2.13 0.36 1.63
H 5.04 2.89 -0.24
H 2.56 3.24 -0.51
C -3.11 -2.00 1.70
N 2.37 1.16 -0.64
C -2.89 -1.92 -0.75
H -3.94 -2.17 -0.94
S 0.09 2.57 1.29
As -0.06 4.01 -0.38
H -2.92 -1.40 2.59
O -1.82 0.61 -0.36
H -4.18 -2.26 1.69
S -0.12 2.66 -2.13
N 0.46 -0.94 -0.37
C -0.50 -4.20 0.34
N 3.04 2.30 -0.50
C -2.21 -0.02 0.60
H -2.30 -2.84 -0.77
H 2.96 -0.85 -0.70
N 0.40 -3.28 0.32
H -2.52 -1.24 -1.52
N -1.26 -5.09 0.39
Co 0.28 1.06 -0.52
H 5.48 0.17 -0.36
C 4.55 0.71 -0.43
C 0.40 -2.06 -0.04
S -1.75 5.28 -0.25
N -2.76 -1.25 0.52
S 1.75 5.16 -0.46
C 4.35 2.08 -0.37
H -2.53 -2.92 1.77
C 3.27 0.18 -0.60
```

Summary:
DFT total energy = -5926.64666 hartree
molar mass = 469.340 u
ΔE to the lowest compared entry with this formula, charge and spin = 0.3419 eV
charge = -2
Kohn-Sham gap (alpha / beta) = 0.212 / 0.212 Ha
2S+1 = 2
highest occupied orbital energy (alpha / beta) = -1.01 / -1.00 eV

=====

Record 2
Formula: C20H12Cl5CuN4O2S2Te
Source: OMol25
Level of theory: wB97M-V/def2-TZVPD

Structure (XYZ):
```
47
Properties=species:S:1:pos:R:3
Cl 6.98 13.34 5.44
O 15.98 15.43 7.18
H 13.48 8.69 6.19
H 15.81 12.81 13.80
C 10.15 14.12 7.74
C 8.03 13.63 6.78
H 13.10 20.36 5.62
C 9.69 14.06 9.04
N 15.74 13.74 13.42
C 11.49 9.60 6.48
Cl 10.77 13.85 10.40
N 12.19 17.43 6.96
C 8.30 14.13 9.16
S 9.81 9.04 6.47
H 16.04 14.46 14.06
O 14.37 13.60 6.97
H 11.05 18.76 5.92
Te 12.16 11.44 7.06
Cl 10.21 13.82 5.05
C 10.36 7.54 5.85
H 12.23 6.51 5.58
C 15.55 15.26 11.59
C 15.17 12.83 11.28
C 14.99 13.07 9.93
Cu 11.64 15.42 7.52
Cl 7.69 14.67 10.69
C 9.39 13.80 6.58
H 15.15 19.84 6.86
N 14.53 17.91 7.38
H 15.21 11.79 11.63
Cl 5.73 13.74 8.34
H 15.37 16.44 9.77
C 14.32 19.14 6.84
C 7.44 13.84 8.07
C 15.32 15.43 10.23
C 13.11 19.49 6.24
H 15.90 16.11 12.17
C 11.74 7.41 5.84
C 13.48 17.04 7.32
C 12.41 8.62 6.17
S 14.82 14.76 7.67
C 12.06 18.54 6.30
C 15.05 14.36 9.40
H 9.60 6.79 5.60
H 14.68 12.19 9.31
C 15.49 13.96 12.14
N 13.57 15.73 7.64
```

Summary:
DFT total energy = -6144.67346 hartree
molar mass = 772.887 u
charge = -1
Kohn-Sham gap (alpha / beta) = 0.250 / 0.202 Ha
2S+1 = 2
highest occupied orbital energy (alpha / beta) = -4.43 / -4.33 eV

=====

Record 3
Formula: C26H28Cl48NO3
Source: OMol25
Level of theory: wB97M-V/def2-TZVPD

Structure (XYZ):
```
106
Properties=species:S:1:pos:R:3
Cl 0.36 -5.07 5.41
Cl 4.96 7.41 -1.21
Cl -5.22 -0.50 -1.46
H -2.21 3.28 4.02
Cl 1.42 -10.78 -3.48
H 1.80 -0.76 -3.36
H 2.95 2.37 0.78
C 0.06 2.00 -2.31
C -1.69 1.16 -7.14
C 1.11 1.35 0.20
C -5.04 -0.49 -3.22
C -1.37 -4.70 5.48
C -1.74 5.06 0.64
H -2.48 3.01 -2.29
H -0.53 2.42 1.08
Cl -7.35 -7.85 3.81
Cl -4.32 -2.60 2.74
C -0.68 2.65 -1.11
Cl -0.58 2.20 -6.24
Cl 9.94 0.53 2.23
Cl 4.39 -5.46 1.15
Cl -1.20 -4.61 -1.98
Cl -0.59 -9.15 -2.21
Cl -0.91 0.60 -8.62
Cl 5.42 4.56 -1.00
Cl -4.58 -8.58 4.13
Cl -3.77 6.89 4.00
Cl 2.09 -9.25 -1.14
Cl -2.54 8.69 5.89
Cl -6.60 -0.82 -3.98
Cl -5.43 -0.06 1.92
H 1.17 1.39 2.36
C 1.54 0.29 -3.28
H -2.55 4.80 -0.04
Cl -3.88 -1.75 -3.68
H 0.27 4.42 0.84
Cl 0.99 -3.20 -0.74
H 2.74 2.23 -0.95
Cl 4.57 -4.20 -1.43
C -0.32 1.88 0.15
Cl -4.46 1.09 -3.75
H -3.91 4.17 1.68
Cl -1.96 -4.93 7.13
Cl 0.37 -11.55 -0.91
Cl -1.64 -3.03 4.98
Cl 7.38 -0.10 3.40
H -3.76 2.51 3.78
Cl -2.72 -0.75 1.21
C 8.27 0.08 1.88
Cl -5.28 -6.07 2.89
H -2.82 2.78 -0.54
H 0.89 2.65 -2.59
O -0.29 4.03 -1.14
H -2.95 2.66 1.61
C -0.59 -0.48 -2.32
Cl -1.04 -4.45 0.89
H 2.29 0.20 1.61
H -1.33 -0.44 -1.52
Cl 6.99 -0.95 -2.17
C -3.05 3.64 2.10
C -5.74 -7.76 3.09
C 2.20 2.41 -0.01
Cl 4.30 -1.21 -3.17
H 1.05 0.58 -4.22
Cl 8.23 -1.44 1.00
H -1.84 6.13 0.85
C -2.19 2.49 -1.38
C 5.31 -5.38 -0.35
H 0.56 -0.13 1.68
Cl 2.75 5.54 -1.34
O -1.86 4.38 1.89
H 1.81 3.42 -0.06
H -2.37 1.43 -1.54
Cl -3.15 2.07 -7.55
Cl -0.99 7.62 3.70
C 1.30 0.67 1.56
Cl -2.14 -0.22 -6.14
Cl 0.82 -6.10 -0.56
Cl -5.75 -8.54 1.50
Cl -1.80 5.91 5.88
N 1.21 0.29 -0.84
H -0.96 1.00 0.17
C 5.31 -0.47 -1.92
C 0.82 -10.18 -1.94
Cl -3.39 -0.16 3.95
Cl 5.18 1.29 -2.02
H 0.07 5.77 -0.25
Cl 5.32 -6.96 -1.13
Cl -2.26 -5.76 4.39
C -2.28 7.27 4.87
H -0.13 -1.47 -2.33
Cl 4.12 5.96 1.15
H -1.06 -0.32 -3.30
Cl 6.97 -4.89 0.00
O 2.32 -0.34 -0.88
H -0.63 2.00 -3.16
C -3.20 3.42 3.59
C -3.96 -0.90 2.46
C -0.36 4.81 0.03
C -0.09 -4.59 -0.59
C 4.31 5.88 -0.61
H -3.67 4.27 4.08
H 2.43 0.91 -3.18
C 0.54 0.55 -2.16
Cl 7.51 1.35 0.91
Cl 4.77 -1.01 -0.33
```

Summary:
DFT total energy = -23376.95950 hartree
molar mass = 2104.258 u
Kohn-Sham gap (alpha / beta) = 0.299 / 0.344 Ha
2S+1 = 2
highest occupied orbital energy (alpha / beta) = -8.19 / -9.42 eV

=====

Record 4
Formula: C32H37I3N4O11
Source: OMol25
Level of theory: wB97M-V/def2-TZVPD

Structure (XYZ):
```
87
Properties=species:S:1:pos:R:3
N 2.06 -2.09 7.08
C -3.04 1.31 1.53
H -0.81 -1.46 -3.43
C -3.46 2.52 2.06
C -2.55 3.56 2.25
H 0.85 -2.44 4.72
H -0.20 -2.33 -5.65
N -6.78 4.86 3.20
H -0.78 -4.26 -3.42
H 1.54 -4.61 -5.34
H -7.98 7.09 2.37
H -0.75 -5.00 -4.97
O 2.18 -4.28 -1.67
H 4.68 -0.82 -3.86
C 1.11 -0.50 3.84
C 1.10 -3.48 -1.63
C 1.98 -3.23 -3.69
C -0.92 -2.88 -5.06
C 1.63 0.77 4.01
O 0.90 0.92 0.53
O 1.12 -2.65 -2.70
H 4.51 -4.92 -3.67
C -0.37 -4.15 -4.41
H -3.74 0.51 1.38
C 3.02 -3.88 -2.75
H -0.51 4.19 2.05
C -1.71 1.13 1.18
H 3.78 -5.71 -2.49
H -2.10 -1.17 -4.63
C -6.33 6.24 3.43
C 3.72 -1.68 -1.49
H 4.96 -2.87 -2.77
C 4.84 -1.20 -4.86
H 3.16 -1.05 -2.16
H 4.52 -3.63 -1.28
H 4.35 -3.27 -4.86
O -3.04 -1.19 -1.59
C 1.25 -1.45 4.85
O 2.62 -1.74 8.09
C -5.50 8.81 3.89
C 4.13 -3.02 -2.10
C 1.15 -4.36 -4.36
C -7.08 7.28 2.93
H -4.50 2.67 2.32
H 3.28 -0.92 0.47
H 0.59 -0.76 2.93
I 3.98 -2.56 -7.37
N 3.60 -5.11 -3.28
C 3.02 -1.78 -0.13
H -7.24 9.41 2.78
H 1.52 1.51 3.23
O -2.51 -2.64 -3.26
H 4.74 -0.40 -5.57
O -7.78 4.69 2.55
H 3.30 -2.68 0.39
I 5.59 -0.58 -1.14
O 1.60 -3.19 6.89
H 1.87 -2.52 -5.68
H 2.97 0.42 7.10
C -0.82 2.17 1.38
C -1.55 -1.92 -4.07
C 1.92 -1.09 6.00
C 2.43 -2.25 -4.81
H -1.95 -2.85 -1.27
C 2.45 0.17 6.19
O -6.11 3.96 3.67
H 2.71 2.10 5.30
H -2.88 4.50 2.66
C 3.92 -2.35 -5.20
C -4.75 7.75 4.38
H 1.31 -5.25 -3.78
H -1.71 -3.17 -5.73
C -5.17 6.45 4.15
I 1.76 -0.23 -4.45
H 5.87 -1.55 -4.93
C 2.30 1.11 5.18
C -6.66 8.58 3.16
O 1.35 2.92 1.17
H -3.85 7.94 4.95
C -1.22 3.39 1.91
N 0.58 1.99 0.99
H -1.38 0.19 0.76
C -2.50 -2.21 -1.96
H -5.18 9.83 4.07
H 1.95 -1.72 -0.28
O 0.24 -3.48 -0.76
H -4.60 5.62 4.54
```

Summary:
DFT total energy = -3181.04846 hartree
molar mass = 1034.377 u
Kohn-Sham gap = 0.325 Ha
highest occupied orbital energy = -9.53 eV

=====

Record 5
Formula: C4H9NO2
Source: OMol25
Level of theory: wB97M-V/def2-TZVPD

Structure (XYZ):
```
16
Properties=species:S:1:pos:R:3
C -0.06 0.13 1.73
O 0.96 -1.00 -1.64
C 0.96 0.21 -1.63
H -0.89 -0.84 -0.03
C -0.29 1.04 -1.79
H 0.38 -2.39 0.92
N 0.90 0.65 1.08
C -0.90 -0.94 1.07
H 1.43 1.29 1.66
H -0.29 0.40 2.78
H -1.94 -0.86 1.41
H -0.29 1.87 -1.09
H -0.33 1.45 -2.81
H 1.91 0.78 -1.51
O -0.41 -2.21 1.46
H -1.15 0.40 -1.61
```

Summary:
DFT total energy = -362.99799 hartree
molar mass = 103.121 u
ΔE to the lowest compared entry with this formula, charge and spin = 2.3823 eV
Kohn-Sham gap = 0.390 Ha
highest occupied orbital energy = -9.66 eV

=====

Record 6
Formula: C15H41NNbO4
Source: OMol25
Level of theory: wB97M-V/def2-TZVPD

Structure (XYZ):
```
62
Properties=species:S:1:pos:R:3
H 5.76 -0.28 2.56
O 2.73 2.83 -3.23
H 2.55 4.49 -5.37
C 3.42 1.25 -0.24
H 1.99 0.95 2.06
H -5.97 -0.21 2.46
C -2.23 -5.22 -2.19
O 4.52 -1.88 1.14
C -4.97 -0.07 5.05
O -1.35 -3.32 -0.97
H 1.12 4.65 -4.33
Nb -0.68 0.28 0.73
H 2.79 1.29 -1.14
H 2.57 3.19 0.09
H -5.89 -0.67 5.01
H -1.85 -1.12 0.76
H 3.80 2.76 1.27
C -5.05 0.37 2.57
H 1.99 2.61 2.62
H 3.57 3.23 -3.48
H 0.98 3.87 -5.92
C -4.23 -0.17 3.73
H -3.08 -5.89 -2.29
C 1.84 1.98 1.73
H 4.44 1.48 -0.57
H -5.32 1.42 2.73
C -2.64 -4.92 0.28
H -4.35 -0.46 5.86
H -3.51 -5.59 0.25
H -4.47 0.30 1.65
C 4.36 -0.67 1.01
H -0.16 2.80 1.99
H -1.76 -5.52 0.53
H 0.38 2.83 0.31
H 1.02 2.19 -4.05
H -1.48 1.01 -0.79
N 3.40 -0.15 0.17
C -2.42 -4.23 -1.06
H 0.60 -0.44 -0.43
H 0.29 -0.61 2.04
H -4.60 -2.06 3.38
H -1.34 -5.83 -2.01
H 2.01 1.53 -6.26
H -3.29 -3.60 -1.28
C 2.63 1.71 -5.38
C 2.93 2.36 0.72
H -0.53 -3.79 -0.77
H -2.08 -4.69 -3.14
H 2.84 0.76 -4.89
H 2.47 -0.50 0.36
H 5.98 0.78 1.13
H -3.29 0.39 3.78
C 1.94 2.65 -4.40
H -2.79 -4.18 1.06
H 4.63 1.08 2.26
C 1.62 4.00 -5.05
H 3.58 2.14 -5.71
H -5.24 0.96 5.28
C 5.24 0.30 1.79
H -1.99 0.93 1.87
C 0.38 2.22 1.23
O -3.82 -1.51 3.47
```

Summary:
DFT total energy = -1008.55941 hartree
molar mass = 392.402 u
ΔE to the lowest compared entry with this formula, charge and spin = 0.3509 eV
charge = -1
Kohn-Sham gap = 0.270 Ha
highest occupied orbital energy = -4.66 eV

=====

Record 7
Formula: C15H72BNO32
Source: OMol25
Level of theory: wB97M-V/def2-TZVPD

Structure (XYZ):
```
121
Properties=species:S:1:pos:R:3
H -4.57 -2.43 -3.95
H -3.81 3.99 1.13
C 1.59 3.54 -0.89
O 1.69 -1.06 -3.93
H 0.86 -0.09 0.60
O -1.78 -5.38 -3.32
H 0.61 -0.17 -1.94
O -5.71 -0.28 0.99
H -1.16 0.54 -3.42
H 2.15 -2.78 4.06
O -5.72 1.70 -0.65
O 2.73 4.38 4.00
O -5.14 -2.78 0.03
H 0.89 0.21 3.68
H -6.57 0.05 1.22
H 1.26 2.21 0.65
O -3.03 -2.10 5.84
H -0.81 -0.77 3.99
H -0.55 2.08 -1.71
C -0.76 0.26 2.07
H -4.70 -2.42 -5.21
H 2.41 4.46 4.85
H -5.49 0.88 -0.01
O 0.22 -5.93 -2.57
H -3.43 -3.59 -2.45
N -0.73 0.37 -0.49
O 3.11 -1.18 4.24
O 2.63 -7.82 0.55
H 2.65 5.35 -0.48
O 0.74 2.20 6.22
H 4.07 -1.47 4.39
H 1.93 1.49 -0.90
H 5.97 4.73 -2.64
H -1.85 0.11 2.21
H -3.44 -1.18 -1.93
H -5.02 -1.94 0.63
H -1.59 -3.45 0.80
H 0.14 -2.34 7.44
O 2.65 6.45 -3.34
H 5.27 1.91 -3.77
O 3.67 -0.39 1.52
H -0.47 1.43 2.10
H -3.00 -3.07 5.56
H 0.03 1.56 6.66
O 2.30 -5.22 -1.49
H 0.05 7.62 -2.44
O -0.09 6.73 -2.10
H 6.61 5.30 1.06
H -6.35 2.25 -0.12
H -3.00 -2.24 2.79
H -2.45 4.82 0.91
H -0.82 2.67 -0.19
O -1.75 -3.68 -1.22
B 0.90 -5.65 -1.36
H -0.43 6.03 -2.61
H 1.96 3.32 -1.94
H -2.69 -0.36 0.11
O 1.01 -6.83 -0.46
H 2.43 7.25 -3.85
H -4.91 -3.25 -1.73
H -0.49 -1.44 -1.35
C 2.61 4.32 -0.04
H 6.23 4.77 -0.30
H 0.94 1.92 -5.22
C -0.33 -0.45 -1.65
O 1.86 -3.61 4.49
O 4.47 2.35 -3.40
H 3.13 -0.44 3.79
O -0.10 -1.75 6.75
H 0.42 -1.31 3.00
H 0.67 -1.62 6.14
H -5.20 -0.26 1.74
C -0.86 -5.27 -2.55
C 2.98 -6.01 -0.71
H 1.96 -0.27 -4.36
H -2.46 -1.91 -5.86
O 0.01 2.20 -5.39
H -2.74 1.16 -0.26
H 0.00 2.60 -6.22
H 4.69 2.87 -2.69
H 1.58 -1.58 -4.61
H -3.55 -1.73 4.01
O 5.30 4.53 -2.06
H 2.67 -1.66 0.41
O -1.50 -3.07 1.66
C -1.38 -0.37 -2.79
C -2.26 0.31 -0.61
C 2.17 -6.93 -0.03
H -6.03 -2.79 0.16
H 2.06 4.92 3.50
O -1.65 -1.75 -6.22
H 2.35 4.52 0.90
H 4.42 -0.89 1.87
H 3.42 4.07 0.17
H 4.80 5.27 -1.90
C 1.09 2.12 -0.32
O -2.82 4.02 1.17
H -0.94 -3.70 2.36
H 3.89 0.25 0.70
C -0.17 -0.23 0.78
H 1.92 6.23 -2.76
H 1.50 1.78 6.12
H -1.00 -2.31 -5.79
H -2.24 -1.72 6.39
H 2.69 -3.68 5.10
H -0.20 -1.33 0.78
C -0.90 -4.49 -1.43
O -4.51 -1.75 -4.63
O 2.18 -2.49 0.00
O 6.65 4.57 0.45
O -4.34 -3.47 -2.65
H 2.43 -3.38 0.48
H 0.85 4.28 -1.17
C -0.06 -0.44 3.26
H -3.33 0.64 -2.35
C -0.35 1.86 -0.68
H -1.08 -1.22 -3.23
C -2.71 -0.11 -2.00
O 4.17 -5.77 -0.46
O -3.69 -1.69 3.08
O 0.10 -4.65 -0.71
```

Summary:
DFT total energy = -3101.79610 hartree
molar mass = 789.528 u
ΔE to the lowest compared entry with this formula, charge and spin = 2.2552 eV
Kohn-Sham gap = 0.318 Ha
highest occupied orbital energy = -9.13 eV

=====

Record 8
Formula: C2H3N2O2
Source: OMol25
Level of theory: wB97M-V/def2-TZVPD

Structure (XYZ):
```
9
Properties=species:S:1:pos:R:3
H 2.07 1.18 -2.08
N 0.61 -0.15 -1.86
H 0.07 -0.86 2.00
C 0.07 -0.16 -0.77
C -0.82 -0.34 1.54
H -1.69 -1.14 1.84
N -0.52 -0.43 0.18
O -1.06 0.89 1.74
O 1.25 1.00 -2.59
```

Summary:
DFT total energy = -337.86855 hartree
molar mass = 87.058 u
ΔE to the lowest compared entry with this formula, charge and spin = 3.8324 eV
charge = -1
Kohn-Sham gap = 0.251 Ha
highest occupied orbital energy = -3.04 eV